(1)
Molecular formula: C3H4O4Pt
Method: DFT, ωB97M-V with the def2-TZVPD basis set

XYZ file:
```
12
Properties=species:S:1:pos:R:3
O 1.167 0.623 -2.045
H -0.661 -1.935 0.584
H -0.207 0.950 1.658
C 0.236 0.038 1.241
C 0.559 0.331 -1.023
Pt 2.603 1.305 -2.450
O 1.104 0.398 0.161
H -2.028 0.098 -0.476
O -0.686 -0.045 -1.012
H 0.847 -0.488 1.982
C -0.854 -0.857 0.676
O -2.081 -0.418 0.703
```

* highest occupied orbital energy (spin up / spin down): -11.7 / -15.4 eV
* LUMO level (spin up / spin down): -5.6 / -7.3 eV
* orbital gap (spin up / spin down): 6.09 / 8.15 eV
* <S²>: 3.7536
* multiplicity: 4
* total charge: +1

=====

(2)
Molecular formula: C3H4O4Sn
Method: DFT, ωB97M-V with the def2-TZVPD basis set

XYZ file:
```
12
Properties=species:S:1:pos:R:3
H -0.680 -0.939 -0.680
C 1.751 0.233 -0.744
Sn 3.375 -0.839 0.275
C -0.475 -0.109 0.011
C -1.677 0.696 0.293
H -3.478 -0.013 -0.037
H 0.256 -0.725 0.897
O 0.538 0.714 -0.633
H -1.509 1.317 1.193
O 1.943 -1.015 -0.919
O -2.773 -0.200 0.584
O 2.728 0.881 -0.242
```

* highest occupied orbital energy (spin up / spin down): -9.6 / -5.8 eV
* LUMO level (spin up / spin down): 0.0 / -1.2 eV
* orbital gap (spin up / spin down): 9.64 / 4.65 eV

=====

(3)
Molecular formula: C3H4O4Yb
Method: DFT, ωB97M-V with the def2-TZVPD basis set

XYZ file:
```
12
Properties=species:S:1:pos:R:3
C 0.833 0.773 -0.633
O -0.403 -0.482 0.990
H -0.425 0.958 1.911
O -1.643 -1.623 -0.455
O 0.613 1.359 1.694
H 1.752 0.618 -1.208
O -0.155 -0.125 -1.153
C 1.011 0.420 0.838
H 0.466 1.799 -0.741
Yb -3.118 -2.698 -2.151
C -0.787 -0.782 -0.218
H 1.855 -0.218 1.126
```

* highest occupied orbital energy (spin up / spin down): -17.4 / -17.6 eV
* LUMO level (spin up / spin down): -10.1 / -13.6 eV
* orbital gap (spin up / spin down): 7.32 / 4.04 eV
* <S²>: 2.0009
* multiplicity: 3
* total charge: +2

=====

(4)
Molecular formula: C3H4O5
Method: DFT, ωB97M-V with the def2-TZVPD basis set

XYZ file:
```
12
Properties=species:S:1:pos:R:3
O 1.953 1.295 0.057
O -0.502 1.057 -1.423
C -0.565 -0.056 0.251
C 1.620 0.214 -0.639
H 2.572 1.815 -0.476
O -0.911 1.154 0.051
O 2.127 -0.259 -1.597
O 0.658 -0.533 0.116
C -1.540 -1.008 0.828
H -2.221 -1.285 0.018
H -2.133 -0.495 1.587
H -1.059 -1.897 1.225
```

* highest occupied orbital energy: -9.5 eV
* LUMO level: -0.1 eV
* orbital gap: 9.41 eV

=====

(5)
Molecular formula: C3H4OP2
Method: DFT, ωB97M-V with the def2-TZVPD basis set

XYZ file:
```
10
Properties=species:S:1:pos:R:3
H -1.566 -1.960 -0.965
O 0.840 -1.294 1.534
H 1.453 -0.905 2.253
C 0.312 -0.337 0.771
C 0.301 0.957 0.579
P -1.262 1.067 -0.732
C -0.841 0.381 -2.329
H 0.369 1.626 1.378
H 0.041 0.814 -2.956
P -0.530 -0.910 -1.046
```

* highest occupied orbital energy: -8.6 eV
* SMILES: OC1=CP2=C[P@H]=21
* LUMO level: -0.3 eV
* orbital gap: 8.28 eV

=====

(6)
Molecular formula: C3H4OS
Method: DFT, ωB97M-V with the def2-TZVPD basis set

XYZ file:
```
9
Properties=species:S:1:pos:R:3
O -0.439 1.547 -0.087
S -2.460 -0.260 0.016
H 0.413 -1.681 -0.266
H -3.131 0.933 0.122
C -0.737 0.361 -0.001
H 2.320 -0.842 -0.369
C 0.343 -0.581 0.005
H 2.069 0.681 0.517
C 1.621 -0.159 0.063
```

* highest occupied orbital energy: -10.0 eV
* SMILES: C=CC(=O)S
* LUMO level: -0.2 eV
* orbital gap: 9.79 eV

=====

(7)
Molecular formula: C3H4OS
Method: DFT, ωB97M-V with the def2-TZVPD basis set

XYZ file:
```
9
Properties=species:S:1:pos:R:3
H 4.305 0.284 -1.719
H 4.862 -1.314 -0.995
S 2.430 -0.864 -0.861
O -2.188 -0.477 -0.608
C -2.621 -0.975 0.360
C -3.191 -1.481 1.423
H -3.626 -0.866 2.059
C 3.965 -0.664 -1.237
H -3.045 -2.579 1.678
```

* highest occupied orbital energy: -8.9 eV
* SMILES: C=C=O.C=S
* LUMO level: -0.3 eV
* orbital gap: 8.55 eV

=====

(8)
Molecular formula: C3H4OS
Method: DFT, ωB97M-V with the def2-TZVPD basis set

XYZ file:
```
9
Properties=species:S:1:pos:R:3
H -2.461 0.678 0.079
S 3.284 -0.385 -0.070
C -0.489 -0.242 0.441
C 1.834 0.205 -0.121
C -1.749 -0.342 -0.406
H 1.470 1.568 -0.570
O 0.743 -0.891 0.281
H -2.258 -1.198 -1.107
H -0.374 0.607 1.473
```

* highest occupied orbital energy: -9.1 eV
* LUMO level: -0.4 eV
* orbital gap: 8.70 eV

=====

(9)
Molecular formula: C3H4OS
Method: DFT, ωB97M-V with the def2-TZVPD basis set

XYZ file:
```
9
Properties=species:S:1:pos:R:3
C 0.126 1.142 -1.635
C -0.507 -0.179 0.410
H 0.443 0.086 0.958
H -0.774 -1.046 -0.245
S 0.032 2.845 -1.266
H 0.962 0.519 -1.875
C -1.200 1.039 -1.695
O -2.335 1.070 -1.807
H -1.300 0.530 0.652
```

* highest occupied orbital energy (spin up / spin down): -8.3 / -8.3 eV
* LUMO level (spin up / spin down): -0.1 / -1.3 eV
* orbital gap (spin up / spin down): 8.27 / 7.07 eV

=====

(10)
Molecular formula: C3H4OS
Method: DFT, ωB97M-V with the def2-TZVPD basis set

XYZ file:
```
9
Properties=species:S:1:pos:R:3
H 1.560 0.703 -0.581
H -1.257 1.831 0.863
C 0.394 -0.528 0.804
O 0.686 -1.038 1.799
H 1.355 -1.008 -1.297
H -1.818 -1.188 -0.442
S -1.274 1.576 -0.387
C -0.599 -0.101 -0.212
C 0.953 -0.247 -0.548
```

* highest occupied orbital energy: -9.2 eV
* LUMO level: -0.3 eV
* orbital gap: 8.81 eV

=====

(11)
Molecular formula: C3H4OS
Method: DFT, ωB97M-V with the def2-TZVPD basis set

XYZ file:
```
9
Properties=species:S:1:pos:R:3
H -0.959 1.761 0.743
H -1.892 -0.706 1.369
C -0.996 1.047 -0.021
H -1.517 1.433 -1.118
O -0.712 -0.916 -0.230
S 1.830 0.004 0.091
C -1.895 -0.220 0.273
C 0.152 0.023 -0.301
H -2.789 -0.326 -0.318
```

* highest occupied orbital energy: -8.7 eV
* SMILES: S=C1CCO1
* LUMO level: 0.2 eV
* orbital gap: 8.90 eV

=====

(12)
Molecular formula: C3H4OS
Method: DFT, ωB97M-V with the def2-TZVPD basis set

XYZ file:
```
9
Properties=species:S:1:pos:R:3
O -0.443 -0.131 -0.713
H 1.437 -0.135 1.140
C -2.804 1.180 0.472
S -3.701 1.000 1.718
H 0.940 -0.839 -1.780
C 0.817 -0.464 -0.811
H 2.759 -0.809 -0.078
H -0.757 0.562 -0.084
C 1.752 -0.363 0.135
```

* highest occupied orbital energy: -8.7 eV
* LUMO level: -0.6 eV
* orbital gap: 8.04 eV

=====

(13)
Molecular formula: C3H4OS2
Method: DFT, ωB97M-V with the def2-TZVPD basis set

XYZ file:
```
10
Properties=species:S:1:pos:R:3
H -2.103 -0.636 0.643
C -1.391 -0.284 -0.088
H -2.061 0.109 -0.926
H -1.118 -1.141 -0.565
S 2.440 1.326 0.137
H -0.695 1.775 0.195
S 2.051 -0.773 -0.387
O 2.360 -1.700 0.680
C -0.398 0.759 0.250
C 0.916 0.564 0.061
```

* highest occupied orbital energy: -8.8 eV
* LUMO level: -0.4 eV
* orbital gap: 8.39 eV

=====

(14)
Molecular formula: C3H4OS2
Method: DFT, ωB97M-V with the def2-TZVPD basis set

XYZ file:
```
10
Properties=species:S:1:pos:R:3
C 0.897 -0.125 -0.400
C -1.791 -0.123 -0.069
O -2.996 0.040 0.392
H 1.062 1.734 1.560
S 1.541 -1.638 0.313
H 0.994 -0.114 -1.454
C -0.584 -0.122 -0.207
S 1.528 1.477 0.193
H -3.578 0.511 -0.148
H 2.927 -1.641 -0.179
```

* highest occupied orbital energy: -8.9 eV
* SMILES: OC#CC(S)S
* LUMO level: 0.4 eV
* orbital gap: 9.30 eV

=====

(15)
Molecular formula: C3H4OSi
Method: DFT, ωB97M-V with the def2-TZVPD basis set

XYZ file:
```
9
Properties=species:S:1:pos:R:3
H 2.324 2.299 -0.065
O 0.728 -2.044 0.016
C 1.360 0.310 -0.026
H -1.875 0.622 1.057
H -2.264 -1.644 0.301
C 1.995 1.307 0.001
H -1.333 0.312 -1.283
Si -1.403 -0.326 0.004
C 0.469 -0.836 -0.005
```

* highest occupied orbital energy: -9.7 eV
* SMILES: C#CC(=O)[SiH3]
* LUMO level: -0.3 eV
* orbital gap: 9.45 eV

=====

(16)
Molecular formula: C3H4P2
Method: DFT, ωB97M-V with the def2-TZVPD basis set

XYZ file:
```
9
Properties=species:S:1:pos:R:3
H 1.977 -1.385 -0.863
P 1.885 -0.580 0.166
H -0.699 1.693 0.750
C 0.042 -0.445 -0.015
H -2.114 -1.465 1.037
P -1.937 -0.590 -0.116
C 0.750 0.517 -0.797
H 0.880 1.682 -0.792
C -0.786 0.574 0.631
```

* highest occupied orbital energy (spin up / spin down): -7.7 / -7.7 eV
* LUMO level (spin up / spin down): -0.2 / -0.1 eV
* orbital gap (spin up / spin down): 7.52 / 7.59 eV

=====

(17)
Molecular formula: C3H4P2
Method: DFT, ωB97M-V with the def2-TZVPD basis set

XYZ file:
```
9
Properties=species:S:1:pos:R:3
C 0.525 0.659 -0.365
C -0.296 0.547 0.858
P -1.606 -0.510 -0.105
H -0.242 0.869 1.801
P 1.949 -0.402 0.083
H 0.176 1.331 -1.578
H -2.060 -1.522 0.806
H 2.227 -1.197 -1.212
C 0.112 -0.715 0.235
```

* highest occupied orbital energy: -8.8 eV
* LUMO level: 0.6 eV
* orbital gap: 9.34 eV

=====

(18)
Molecular formula: C3H4S
Method: DFT, ωB97M-V with the def2-TZVPD basis set

XYZ file:
```
8
Properties=species:S:1:pos:R:3
C 0.557 1.037 -0.995
H 0.338 -0.336 1.829
S 1.822 0.845 0.235
H 0.753 1.556 -1.864
H 0.861 -1.606 0.560
C 0.358 -0.125 0.799
C -0.394 0.322 -0.335
H -1.340 0.009 -0.554
```

* highest occupied orbital energy: -8.4 eV
* LUMO level: 0.4 eV
* orbital gap: 8.85 eV

=====

(19)
Molecular formula: C3H4S
Method: DFT, ωB97M-V with the def2-TZVPD basis set

XYZ file:
```
8
Properties=species:S:1:pos:R:3
H -0.853 1.268 0.241
S 2.382 -0.322 0.028
H -0.531 -1.884 -0.286
H -2.195 -1.015 0.041
C -1.038 -0.922 0.022
H 1.358 1.818 0.109
C 1.209 0.745 -0.086
C -0.333 0.312 -0.067
```

* highest occupied orbital energy: -8.8 eV
* SMILES: C=CC=S
* LUMO level: -0.9 eV
* orbital gap: 7.97 eV

=====

(20)
Molecular formula: C3H4S2
Method: DFT, ωB97M-V with the def2-TZVPD basis set

XYZ file:
```
9
Properties=species:S:1:pos:R:3
C -1.298 -0.946 -0.145
H 2.493 1.489 -0.423
C -1.252 0.355 0.112
H -2.023 0.675 0.738
H -2.061 -1.480 0.180
C 1.867 0.682 -0.088
S 0.326 1.436 0.047
H -0.439 -1.393 -0.544
S 2.387 -0.818 0.123
```

* highest occupied orbital energy: -8.9 eV
* SMILES: C=CSC=S
* LUMO level: -0.4 eV
* orbital gap: 8.44 eV

=====

Number 1: molar mass 299.139 g/mol, E_tot -14595.1320 eV. Number 2: molar mass 222.772 g/mol, E_tot -17191.6145 eV. Number 3: molar mass 277.101 g/mol, E_tot -42872.9085 eV. Number 4: molar mass 120.060 g/mol, E_tot -13408.8335 eV. Number 5: molar mass 118.012 g/mol, E_tot -23795.1819 eV. Number 6: molar mass 88.131 g/mol, E_tot -16056.9222 eV. Number 7: molar mass 88.131 g/mol, E_tot -16055.9348 eV. Number 8: molar mass 88.131 g/mol, E_tot -16051.4566 eV. Number 9: molar mass 88.131 g/mol, E_tot -16054.1225 eV. Number 10: molar mass 88.131 g/mol, E_tot -16053.8411 eV. Number 11: molar mass 88.131 g/mol, E_tot -16055.4233 eV. Number 12: molar mass 88.131 g/mol, E_tot -16055.0635 eV. Number 13: molar mass 120.198 g/mol, E_tot -26891.3036 eV. Number 14: molar mass 120.198 g/mol, E_tot -26890.2730 eV. Number 15: molar mass 84.150 g/mol, E_tot -13097.1737 eV. Number 16: molar mass 102.013 g/mol, E_tot -21746.0310 eV. Number 17: molar mass 102.013 g/mol, E_tot -21747.1661 eV. Number 18: molar mass 72.132 g/mol, E_tot -14007.1773 eV. Number 19: molar mass 72.132 g/mol, E_tot -14008.5154 eV. Number 20: molar mass 104.199 g/mol, E_tot -24843.9343 eV.